Entry 1:
{"formula": "C51H71N7O5S3Ti", "method": "ωB97M-V/def2-TZVPD", "homo_lumo_gap_ha": 0.2070, "e_homo_ev": -6.21, "charge": 0, "total_energy_ev": -130335.4555, "relative_energy_kj_mol": 133.0, "species": ["Ti", "C", "C", "C", "C", "C", "C", "C", "N", "C", "C", "C", "C", "C", "C", "O", "C", "C", "C", "C", "C", "C", "C", "C", "C", "O", "C", "C", "C", "C", "C", "C", "H", "H", "H", "H", "H", "H", "H", "H", "H", "H", "H", "H", "H", "H", "H", "H", "H", "H", "H", "H", "H", "H", "H", "H", "H", "H", "H", "H", "H", "H", "H", "H", "H", "H", "H", "H", "H", "H", "H", "H", "N", "C", "C", "N", "H", "H", "H", "H", "H", "H", "H", "H", "O", "C", "C", "C", "C", "C", "C", "C", "O", "N", "N", "C", "S", "C", "C", "S", "H", "H", "H", "H", "H", "H", "H", "H", "H", "C", "C", "C", "N", "C", "S", "N", "C", "O", "C", "C", "C", "C", "C", "C", "H", "H", "H", "H", "H", "H", "H", "H", "H", "H", "H", "H", "H", "H"], "xyz": [[0.13, 0.15, -0.15], [-1.43, 6.75, 3.05], [-1.85, 5.38, 3.60], [-1.57, 5.34, 5.11], [-3.35, 5.21, 3.39], [-1.04, 4.28, 2.90], [-1.64, 3.32, 2.10], [-0.87, 2.33, 1.51], [-1.28, 1.35, 0.63], [-2.55, 0.90, 0.30], [-3.74, 1.06, 1.00], [-4.90, 0.43, 0.56], [-4.84, -0.35, -0.58], [-3.65, -0.56, -1.30], [-2.50, 0.08, -0.85], [-1.26, -0.04, -1.39], [-3.60, -1.54, -2.47], [-2.74, -2.75, -2.06], [-4.98, -2.06, -2.86], [-2.99, -0.86, -3.72], [-6.19, 0.58, 1.38], [-5.98, -0.08, 2.76], [-6.51, 2.07, 1.58], [-7.39, -0.08, 0.71], [0.53, 2.28, 1.70], [1.10, 1.23, 1.07], [1.16, 3.27, 2.45], [0.33, 4.23, 3.05], [2.67, 3.41, 2.70], [3.13, 4.79, 2.21], [3.52, 2.37, 1.98], [2.96, 3.28, 4.20], [-2.01, 7.55, 3.53], [-1.61, 6.80, 1.97], [-0.37, 6.95, 3.22], [-2.18, 6.10, 5.63], [-0.52, 5.55, 5.33], [-1.82, 4.36, 5.52], [-3.89, 5.98, 3.96], [-3.70, 4.23, 3.74], [-3.63, 5.33, 2.34], [-2.70, 3.35, 1.88], [-3.73, 1.61, 1.93], [-5.74, -0.84, -0.92], [-3.20, -3.28, -1.22], [-1.74, -2.44, -1.76], [-2.64, -3.45, -2.90], [-5.45, -2.62, -2.05], [-4.89, -2.73, -3.72], [-5.65, -1.24, -3.15], [-1.96, -0.55, -3.54], [-3.58, 0.01, -3.99], [-3.00, -1.56, -4.56], [-5.14, 0.37, 3.29], [-5.78, -1.14, 2.63], [-6.88, 0.03, 3.37], [-5.74, 2.58, 2.17], [-7.46, 2.19, 2.10], [-6.58, 2.58, 0.61], [-7.25, -1.16, 0.60], [-7.57, 0.35, -0.28], [-8.28, 0.08, 1.32], [0.81, 4.99, 3.67], [2.84, 4.95, 1.16], [4.22, 4.88, 2.28], [2.70, 5.60, 2.80], [3.43, 2.46, 0.89], [3.24, 1.36, 2.26], [4.57, 2.53, 2.24], [2.40, 4.00, 4.79], [4.02, 3.44, 4.39], [2.69, 2.28, 4.55], [-0.86, 3.21, -2.03], [0.46, 3.34, -2.61], [1.13, 1.99, -2.82], [1.50, 1.28, -1.57], [-1.49, 2.69, -2.64], [-1.27, 4.11, -1.83], [1.07, 3.93, -1.92], [0.48, 3.85, -3.58], [2.03, 2.17, -3.41], [0.48, 1.33, -3.39], [2.02, 1.91, -0.97], [2.14, 0.53, -1.83], [1.20, -3.91, 3.47], [-0.13, -3.73, 3.42], [-0.91, -4.47, 4.31], [-2.28, -4.34, 4.31], [-2.92, -3.48, 3.41], [-2.15, -2.74, 2.53], [-0.76, -2.85, 2.53], [0.00, -2.01, 1.60], [-0.66, -1.16, 0.87], [1.30, -2.10, 1.52], [1.83, -1.23, 0.56], [3.10, -1.14, 0.67], [4.10, -0.23, -0.44], [5.63, -1.10, 0.02], [5.59, -1.29, 1.52], [3.97, -1.98, 1.95], [1.60, -3.33, 2.78], [-0.41, -5.14, 5.00], [-2.87, -4.92, 5.01], [-4.00, -3.39, 3.41], [-2.61, -2.05, 1.83], [6.47, -0.48, -0.31], [5.66, -2.06, -0.50], [5.72, -0.34, 2.04], [6.35, -1.99, 1.85], [1.91, -6.06, -5.65], [1.67, -4.81, -4.79], [2.85, -3.85, -4.86], [2.55, -2.54, -4.24], [2.19, -2.44, -2.94], [0.80, -1.61, -2.51], [2.94, -3.04, -1.98], [4.22, -3.63, -1.93], [4.45, -4.38, -1.01], [5.28, -3.27, -2.91], [6.24, -4.24, -3.19], [7.28, -3.95, -4.06], [7.39, -2.69, -4.62], [6.45, -1.71, -4.32], [5.39, -2.00, -3.47], [1.09, -6.76, -5.55], [2.83, -6.56, -5.35], [2.01, -5.79, -6.70], [1.50, -5.11, -3.75], [0.76, -4.30, -5.12], [3.12, -3.65, -5.90], [3.72, -4.29, -4.39], [1.90, -2.00, -4.80], [2.45, -3.14, -1.09], [6.15, -5.21, -2.73], [8.02, -4.71, -4.28], [8.20, -2.46, -5.30], [6.53, -0.72, -4.75], [4.67, -1.23, -3.22]]}



Entry 2:
{"formula": "C51H71N7O5S3Ti", "method": "ωB97M-V/def2-TZVPD", "homo_lumo_gap_ha": 0.2008, "e_homo_ev": -6.38, "charge": 0, "total_energy_ev": -130334.5172, "relative_energy_kj_mol": 223.5, "species": ["Ti", "C", "C", "C", "C", "C", "C", "C", "N", "C", "C", "C", "C", "C", "C", "O", "C", "C", "C", "C", "C", "C", "C", "C", "C", "O", "C", "C", "C", "C", "C", "C", "H", "H", "H", "H", "H", "H", "H", "H", "H", "H", "H", "H", "H", "H", "H", "H", "H", "H", "H", "H", "H", "H", "H", "H", "H", "H", "H", "H", "H", "H", "H", "H", "H", "H", "H", "H", "H", "H", "H", "H", "N", "C", "C", "N", "H", "H", "H", "H", "H", "H", "H", "H", "O", "C", "C", "C", "C", "C", "C", "C", "O", "N", "N", "C", "S", "C", "C", "S", "H", "H", "H", "H", "H", "H", "H", "H", "H", "C", "C", "C", "N", "C", "S", "N", "C", "O", "C", "C", "C", "C", "C", "C", "H", "H", "H", "H", "H", "H", "H", "H", "H", "H", "H", "H", "H", "H"], "xyz": [[0.49, 1.72, -0.51], [-0.76, -0.55, 6.01], [-1.16, 0.92, 5.87], [-0.32, 1.74, 6.85], [-2.65, 1.07, 6.23], [-0.92, 1.43, 4.46], [-0.37, 0.65, 3.47], [-0.08, 1.21, 2.22], [0.58, 0.64, 1.19], [1.07, -0.60, 0.97], [0.81, -1.82, 1.61], [1.57, -2.93, 1.30], [2.67, -2.75, 0.45], [2.96, -1.58, -0.23], [2.03, -0.52, -0.11], [1.90, 0.55, -0.85], [4.30, -1.49, -0.96], [4.59, -0.06, -1.39], [4.35, -2.42, -2.18], [5.40, -1.90, 0.03], [1.29, -4.31, 1.87], [0.16, -4.28, 2.89], [2.55, -4.86, 2.56], [0.89, -5.25, 0.72], [-0.36, 2.60, 1.94], [0.01, 3.04, 0.77], [-0.96, 3.38, 2.96], [-1.22, 2.77, 4.17], [-1.23, 4.86, 2.73], [0.11, 5.57, 2.49], [-2.13, 5.01, 1.50], [-1.92, 5.53, 3.93], [-0.91, -0.88, 7.04], [0.29, -0.69, 5.77], [-1.37, -1.19, 5.37], [-0.50, 1.42, 7.87], [-0.56, 2.80, 6.78], [0.74, 1.62, 6.62], [-2.83, 0.66, 7.23], [-3.28, 0.53, 5.53], [-2.95, 2.11, 6.24], [-0.12, -0.38, 3.63], [-0.01, -1.86, 2.30], [3.32, -3.59, 0.31], [3.83, 0.32, -2.07], [5.56, -0.02, -1.89], [4.63, 0.57, -0.50], [3.70, -2.05, -2.97], [4.06, -3.44, -1.93], [5.36, -2.44, -2.58], [5.33, -1.31, 0.93], [6.37, -1.73, -0.43], [5.34, -2.96, 0.30], [0.39, -3.60, 3.71], [0.01, -5.28, 3.31], [-0.78, -3.98, 2.42], [2.89, -4.17, 3.33], [3.36, -5.04, 1.86], [2.32, -5.82, 3.04], [-0.03, -4.90, 0.25], [0.71, -6.26, 1.10], [1.65, -5.31, -0.05], [-1.66, 3.36, 4.95], [0.54, 5.23, 1.55], [0.81, 5.36, 3.29], [-0.03, 6.65, 2.43], [-1.67, 4.53, 0.64], [-2.28, 6.07, 1.28], [-3.09, 4.54, 1.67], [-1.29, 5.51, 4.81], [-2.87, 5.05, 4.15], [-2.12, 6.58, 3.69], [3.08, 2.80, 1.53], [3.27, 3.93, 0.63], [3.26, 3.44, -0.81], [1.89, 3.17, -1.27], [2.91, 3.12, 2.48], [2.26, 2.26, 1.23], [4.25, 4.37, 0.86], [2.52, 4.73, 0.74], [3.83, 2.51, -0.86], [3.74, 4.19, -1.46], [1.97, 2.73, -2.20], [1.39, 4.05, -1.40], [-4.36, 2.46, -2.73], [-4.55, 2.11, -1.44], [-5.84, 2.19, -0.91], [-6.09, 1.82, 0.39], [-5.07, 1.35, 1.20], [-3.78, 1.27, 0.70], [-3.50, 1.65, -0.62], [-2.11, 1.61, -1.08], [-1.19, 1.03, -0.36], [-1.78, 2.17, -2.22], [-0.42, 2.26, -2.41], [-0.07, 2.09, -3.67], [-1.24, 1.54, -4.87], [0.10, 1.08, -6.03], [1.10, 2.21, -6.08], [1.34, 2.89, -4.39], [-3.40, 2.41, -2.93], [-6.62, 2.57, -1.55], [-7.10, 1.89, 0.79], [-5.27, 1.06, 2.22], [-2.96, 0.94, 1.33], [0.57, 0.18, -5.64], [-0.34, 0.89, -7.01], [0.76, 3.04, -6.71], [2.07, 1.87, -6.43], [-3.69, -2.32, -0.96], [-2.64, -1.48, -1.67], [-1.82, -2.33, -2.64], [-0.77, -1.55, -3.25], [0.55, -1.71, -3.05], [1.64, -0.55, -3.48], [0.98, -2.92, -2.52], [0.70, -4.18, -2.99], [1.06, -5.17, -2.39], [0.01, -4.24, -4.31], [-1.07, -5.09, -4.50], [-1.64, -5.22, -5.75], [-1.12, -4.52, -6.83], [-0.03, -3.67, -6.64], [0.53, -3.53, -5.39], [-4.29, -1.69, -0.30], [-3.22, -3.10, -0.36], [-4.35, -2.80, -1.67], [-1.96, -1.03, -0.94], [-3.14, -0.67, -2.22], [-2.47, -2.73, -3.43], [-1.37, -3.16, -2.10], [-1.04, -0.65, -3.64], [1.71, -2.86, -1.81], [-1.46, -5.64, -3.66], [-2.49, -5.87, -5.89], [-1.54, -4.65, -7.82], [0.37, -3.12, -7.48], [1.39, -2.89, -5.26]]}



Entry 3:
{"formula": "C51H82AlBBrF5IN5Na2O10", "method": "ωB97M-V/def2-TZVPD", "homo_lumo_gap_ha": 0.1824, "e_homo_ev": -8.44, "charge": 0, "total_energy_ev": -189985.5803, "species": ["C", "C", "C", "C", "C", "C", "C", "C", "C", "C", "C", "C", "C", "C", "C", "C", "C", "B", "O", "O", "C", "C", "C", "C", "I", "C", "C", "C", "O", "N", "C", "C", "C", "C", "C", "O", "H", "H", "H", "H", "H", "H", "H", "H", "H", "H", "H", "H", "H", "H", "H", "H", "H", "H", "H", "H", "H", "H", "H", "H", "H", "H", "H", "H", "H", "H", "H", "H", "H", "H", "H", "H", "H", "H", "H", "H", "H", "H", "H", "H", "H", "H", "H", "C", "C", "O", "C", "C", "H", "H", "H", "H", "H", "H", "H", "H", "H", "H", "Na", "F", "Na", "C", "C", "C", "O", "C", "O", "O", "H", "H", "H", "H", "H", "H", "C", "C", "C", "C", "C", "C", "N", "O", "O", "H", "H", "H", "H", "H", "F", "Al", "F", "F", "F", "C", "C", "N", "H", "H", "H", "C", "C", "N", "C", "C", "N", "C", "C", "H", "H", "H", "H", "H", "H", "H", "H", "H", "H", "H", "Br"], "xyz": [[6.29, -3.01, 1.28], [7.09, -3.36, 0.03], [7.06, -2.26, -1.05], [7.20, -0.86, -0.50], [6.92, 0.20, -1.58], [5.45, 0.02, -2.02], [4.51, 1.19, -1.69], [3.10, 0.77, -2.18], [1.94, 1.15, -1.25], [0.67, 1.43, -2.08], [-0.62, 0.90, -1.40], [-1.81, 1.75, -1.89], [-3.15, 1.23, -1.45], [-3.95, 0.54, -2.36], [-5.21, 0.04, -2.05], [-5.73, 0.22, -0.79], [-4.96, 0.90, 0.16], [-5.58, 1.07, 1.61], [-6.01, 2.36, 2.07], [-5.70, 0.01, 2.40], [-7.06, -0.48, 2.38], [-7.13, -1.93, 1.91], [-3.67, 1.38, -0.15], [-2.82, 2.05, 0.91], [-2.21, 0.67, 2.47], [-3.46, 3.28, 1.55], [-2.38, 4.19, 2.19], [-5.76, -0.68, -3.25], [-6.89, -0.97, -3.49], [-4.62, -0.87, -4.09], [-4.07, -2.24, -4.33], [-5.16, -3.29, -4.52], [-3.04, -2.67, -3.28], [-3.59, -2.86, -1.85], [-3.70, 0.15, -3.78], [-2.92, 0.57, -4.61], [6.87, -2.33, 1.90], [5.37, -2.48, 1.00], [6.05, -3.90, 1.86], [6.69, -4.26, -0.43], [8.15, -3.54, 0.27], [7.89, -2.43, -1.75], [6.14, -2.41, -1.61], [8.20, -0.69, -0.10], [6.47, -0.65, 0.29], [7.07, 1.21, -1.19], [7.55, 0.01, -2.45], [5.36, -0.13, -3.10], [4.99, -0.84, -1.54], [4.49, 1.39, -0.62], [4.80, 2.08, -2.25], [3.12, -0.30, -2.39], [2.90, 1.27, -3.14], [1.73, 0.37, -0.51], [2.21, 2.07, -0.72], [0.77, 0.87, -3.01], [0.56, 2.50, -2.27], [-0.79, -0.10, -1.78], [-0.51, 0.90, -0.32], [-1.66, 2.80, -1.62], [-1.77, 1.72, -2.97], [-6.70, -0.18, -0.54], [-6.53, 2.74, 1.35], [-7.53, -0.30, 3.35], [-7.65, 0.11, 1.65], [-7.46, -2.56, 2.74], [-7.79, -2.05, 1.05], [-6.14, -2.22, 1.58], [-1.88, 2.36, 0.45], [-4.08, 3.86, 0.87], [-4.04, 2.89, 2.38], [-2.81, 4.65, 3.09], [-2.10, 5.01, 1.55], [-1.53, 3.61, 2.55], [-3.54, -2.19, -5.28], [-5.76, -3.39, -3.61], [-4.69, -4.23, -4.77], [-5.81, -2.99, -5.34], [-2.67, -3.64, -3.62], [-2.17, -2.01, -3.26], [-3.21, -3.75, -1.37], [-4.67, -2.83, -1.81], [-3.25, -2.02, -1.23], [11.11, -1.77, 4.13], [9.84, -1.08, 3.67], [8.65, -1.72, 4.11], [8.47, -1.83, 5.51], [8.43, -0.49, 6.23], [11.13, -2.80, 3.80], [11.98, -1.25, 3.72], [11.21, -1.76, 5.22], [9.79, -1.09, 2.59], [9.84, -0.02, 3.98], [9.23, -2.48, 5.95], [7.52, -2.34, 5.64], [9.37, 0.05, 6.14], [8.23, -0.64, 7.29], [7.64, 0.14, 5.81], [-4.49, 2.95, 4.20], [-5.13, 0.69, 5.01], [-4.17, 2.15, -5.68], [3.77, 3.57, 4.00], [4.39, 3.01, 2.74], [4.24, 1.51, 2.58], [5.41, 1.17, 1.83], [6.36, 2.10, 2.09], [7.50, 2.01, 1.79], [5.81, 3.16, 2.76], [3.84, 4.66, 4.02], [2.72, 3.29, 4.07], [4.29, 3.20, 4.88], [4.00, 3.53, 1.86], [3.34, 1.23, 2.04], [4.28, 0.98, 3.54], [6.08, -7.59, 8.05], [7.30, -6.93, 8.00], [7.34, -5.54, 8.01], [6.15, -4.84, 8.08], [4.93, -5.48, 8.12], [4.89, -6.86, 8.10], [6.20, -3.37, 8.11], [7.29, -2.84, 8.05], [5.14, -2.78, 8.19], [6.05, -8.67, 8.04], [8.22, -7.50, 7.95], [8.29, -5.03, 7.97], [4.01, -4.91, 8.16], [3.94, -7.38, 8.14], [4.84, -5.42, -2.91], [3.61, -4.82, -1.90], [2.11, -5.46, -2.38], [3.56, -3.12, -2.01], [3.93, -5.27, -0.29], [-8.58, -4.09, -1.38], [-7.29, -4.32, -0.75], [-6.27, -4.49, -0.25], [-8.90, -4.97, -1.93], [-9.34, -3.87, -0.63], [-8.53, -3.25, -2.07], [-10.89, 8.65, -7.10], [-10.74, 7.19, -7.44], [-9.43, 6.64, -7.04], [-8.32, 7.32, -6.58], [-7.34, 6.40, -6.39], [-7.89, 5.17, -6.73], [-9.16, 5.34, -7.10], [-7.24, 3.87, -6.70], [-10.13, 9.27, -7.59], [-11.87, 9.00, -7.42], [-10.81, 8.82, -6.02], [-10.84, 7.04, -8.52], [-11.50, 6.59, -6.95], [-8.33, 8.38, -6.45], [-6.33, 6.48, -6.06], [-9.86, 4.53, -7.40], [-7.26, 3.43, -7.69], [-7.77, 3.22, -6.00], [-6.21, 3.99, -6.37], [-11.53, 3.45, -6.68]]}